No. 1
ORCA calculation (ωB97M-V with the def2-TZVPD basis set) on a structure of composition C30H90AlFN15O5P5 in a non-equilibrium geometry.

Results
Electronic energy   -120902.1481 eV
E_LUMO   -0.37308 hartree
Largest force on an atom   0.075 Eh/bohr
E_HOMO   -0.440 hartree
Total charge   +2
2S+1   1
Orbital gap   1.8166 eV

Each line ends with the Mulliken charge.
Atoms and positions in Å:
Al -0.267 2.090 18.365  1.07
F -1.368 -0.298 17.230  -0.60
O -4.994 -4.770 15.923  -0.80
P -3.688 -5.572 16.036  0.33
N -3.501 -6.776 14.814  0.13
C -3.649 -6.539 13.366  -1.00
C -3.048 -8.224 15.068  -0.84
N -3.537 -6.353 17.570  0.38
C -4.728 -6.258 18.524  -0.99
C -2.259 -6.815 18.110  -0.90
N -2.287 -4.595 16.080  0.55
C -0.863 -5.048 16.067  -0.98
C -2.320 -3.109 16.082  -0.47
H -2.850 -5.942 12.924  0.29
H -4.566 -5.962 13.243  0.34
H -3.825 -7.472 12.831  0.39
H -3.528 -8.584 15.978  0.27
H -1.959 -8.264 15.105  0.28
H -3.294 -8.839 14.202  0.41
H -5.188 -7.207 18.800  0.31
H -4.448 -5.816 19.481  0.31
H -5.561 -5.706 18.090  0.34
H -1.883 -6.114 18.856  -0.15
H -2.504 -7.743 18.626  0.45
H -1.590 -7.075 17.291  0.49
H -0.867 -5.855 15.336  0.27
H -0.205 -4.338 15.566  0.31
H -0.380 -5.202 17.032  0.30
H -3.303 -2.671 16.254  0.25
H -1.976 -2.785 15.100  0.42
H -1.587 -2.764 16.812  -0.10
O -0.942 2.791 15.603  -0.57
P -1.786 3.221 14.439  -0.36
N -1.875 4.900 14.177  0.29
C -1.874 5.732 15.335  -0.82
C -2.244 5.594 12.865  -0.76
N -3.444 2.848 14.685  0.95
C -4.521 3.098 13.704  -1.28
C -3.817 2.073 15.912  -0.96
N -1.457 2.563 12.952  0.27
C -2.069 1.248 12.503  -0.68
C -0.085 2.764 12.376  -1.37
H -0.985 5.515 15.926  0.19
H -2.642 5.355 16.010  0.29
H -2.064 6.793 15.172  0.36
H -1.426 5.558 12.144  0.25
H -2.477 6.640 13.066  0.36
H -3.071 5.070 12.387  0.26
H -5.232 2.273 13.673  0.34
H -4.938 4.070 13.966  0.32
H -4.031 3.304 12.753  0.43
H -4.403 1.172 15.731  0.24
H -2.871 1.853 16.408  -0.09
H -4.327 2.681 16.660  0.20
H -2.098 1.214 11.414  0.34
H -1.455 0.492 12.992  0.12
H -3.061 1.075 12.919  0.30
H 0.584 3.260 13.080  0.49
H -0.156 3.208 11.383  0.35
H 0.363 1.770 12.387  0.49
O 2.192 0.849 17.032  -1.36
P 2.967 0.447 15.836  0.61
N 4.558 0.119 16.287  0.61
C 4.944 0.069 17.679  -0.85
C 5.603 -0.224 15.272  -1.07
N 3.153 1.756 14.702  0.75
C 3.665 1.686 13.306  -1.26
C 3.361 3.013 15.344  -1.16
N 2.321 -0.832 14.903  0.10
C 2.568 -2.155 15.253  -0.48
C 0.955 -0.640 14.399  -0.44
H 5.424 -0.854 18.005  0.38
H 3.983 0.146 18.186  -0.04
H 5.470 0.992 17.923  0.26
H 6.171 -1.122 15.517  0.34
H 6.383 0.535 15.338  0.32
H 5.104 -0.315 14.307  0.34
H 3.536 0.698 12.866  0.40
H 3.083 2.336 12.652  0.37
H 4.721 1.959 13.325  0.34
H 3.467 3.813 14.611  0.42
H 2.421 3.233 15.849  0.19
H 4.228 2.922 15.999  0.28
H 3.526 -2.286 15.755  0.34
H 1.740 -2.526 15.857  -0.28
H 2.793 -2.766 14.379  0.39
H 0.728 0.425 14.455  -0.14
H 0.230 -1.096 15.074  0.08
H 0.864 -1.065 13.400  0.47
O -3.030 1.867 19.534  -0.77
P -4.387 1.465 19.947  0.22
N -5.443 2.746 20.468  0.26
C -5.264 3.376 21.768  -0.91
C -5.825 3.705 19.336  -0.37
N -4.348 0.349 21.235  0.53
C -3.097 -0.480 21.490  -1.09
C -5.467 0.200 22.110  -1.11
N -5.372 0.662 18.806  0.85
C -4.776 -0.509 18.191  -1.52
C -6.810 0.462 18.790  -1.14
H -6.182 3.819 22.156  0.34
H -4.549 4.193 21.863  0.33
H -5.015 2.580 22.469  0.24
H -5.267 4.591 19.638  0.44
H -6.833 4.117 19.315  0.32
H -5.303 3.350 18.447  -0.17
H -2.557 -0.157 22.380  0.49
H -3.336 -1.544 21.470  0.39
H -2.484 -0.305 20.606  0.06
H -5.596 -0.856 22.347  0.33
H -5.309 0.740 23.044  0.35
H -6.353 0.533 21.570  0.34
H -4.821 -1.223 19.013  0.73
H -5.320 -0.894 17.328  0.57
H -3.741 -0.334 17.897  -0.02
H -7.230 0.858 17.866  0.27
H -7.233 1.115 19.554  0.51
H -7.104 -0.579 18.926  0.33
O 0.704 -0.050 20.429  -0.83
P 1.103 -1.425 20.844  0.53
N 0.505 -2.645 19.890  0.47
C 0.951 -2.553 18.486  -0.79
C -0.849 -3.216 20.097  -0.29
N 0.733 -1.838 22.415  0.33
C 0.551 -0.892 23.488  -0.85
C 1.054 -3.150 23.004  -1.00
N 2.831 -1.671 20.788  0.66
C 3.791 -0.617 21.154  -1.01
C 3.415 -2.954 20.487  -1.31
H 1.961 -2.840 18.195  -0.04
H 0.752 -1.550 18.109  0.59
H 0.312 -3.069 17.769  -0.35
H -0.994 -3.344 21.170  0.51
H -0.990 -4.156 19.564  -0.19
H -1.602 -2.500 19.767  0.05
H -0.265 -0.241 23.172  0.19
H 0.427 -1.470 24.403  0.35
H 1.468 -0.333 23.671  0.29
H 0.584 -3.959 22.444  0.25
H 2.130 -3.283 22.888  0.28
H 0.812 -3.288 24.058  0.47
H 3.376 0.280 21.614  0.29
H 4.479 -0.969 21.923  0.45
H 4.324 -0.187 20.306  0.14
H 4.221 -3.383 21.082  0.43
H 3.713 -2.945 19.438  0.24
H 2.720 -3.790 20.551  0.40

=====

No. 2
ORCA calculation (ωB97M-V with the def2-TZVPD basis set) on a cluster of 3 separate species, C3H14N2O2 in total in a non-equilibrium geometry.

Results
Electronic energy   -10403.2055 eV
E_LUMO (spin up / spin down)   -0.13437 / -0.35285 hartree
Largest force on an atom   0.061 Eh/bohr
E_HOMO (spin up / spin down)   -0.473 / -0.473 hartree
Total charge   +1
ΔE to the lowest compared entry with this formula, charge and spin   1.690 eV
2S+1   2
Orbital gap (spin up / spin down)   9.2134 / 3.2674 eV

Each line ends with the Löwdin spin population.
Atoms and positions in Å:
C 2.252 1.116 -1.151  0.11
C 0.732 1.181 -1.080  0.01
C 0.162 1.168 0.316  0.03
N 0.591 -0.008 1.065  0.20
N 2.716 0.742 -2.448  0.52
H 2.659 0.378 -0.414  0.07
H 2.637 2.054 -0.729  0.01
H 0.329 0.316 -1.635  0.00
H 0.397 2.042 -1.663  0.00
H 0.618 2.089 0.757  0.01
H -0.893 1.367 0.522  0.01
H 1.279 0.169 1.788  0.00
H 1.185 -0.570 0.455  0.00
H 3.744 0.719 -2.419  0.01
H 2.442 -0.195 -2.726  0.02
H -1.411 -0.981 0.644  0.00
H -1.079 -2.527 0.541  0.00
O -1.766 -1.860 0.472  0.01
H -4.275 -2.248 2.705  0.00
H -3.151 -1.627 1.828  0.00
O -3.991 -1.464 2.228  0.00